A cluster of 2 separate species, CH7N3 in total in a non-equilibrium geometry, computed with the ωB97M-V functional and the def2-TZVPD basis.

```
11
Properties=species:S:1:pos:R:3:nbo_charge:R:1
N -2.408 -0.455 0.035 -1.08
H -2.836 -1.239 -0.464 0.36
H -3.060 -0.341 0.811 0.36
H -1.511 -0.833 0.302 0.36
N 0.453 0.685 0.315 -0.87
C 1.760 0.349 -0.011 0.25
N 2.012 -0.096 -1.181 -0.66
H 0.200 0.389 1.233 0.38
H -0.183 0.997 -0.391 0.42
H 2.553 0.767 0.613 0.15
H 3.019 -0.223 -1.262 0.33
```

Computed properties:
Total energy in hartree: -206.5399
Relative energy (zero: lowest compared OMol25 entry of this formula, charge and spin) in kJ/mol: 64.6
Kohn-Sham gap in eV: 10.373
Molecular weight in Da: 61.09
HOMO level in hartree: -0.3440
2S+1: 1
SMILES string: [H]/N=C/N.N

A structure of composition C27H35F5N4OP2PdTe in a non-equilibrium geometry, computed with the ωB97M-V functional and the def2-TZVPD basis.

```
76
Properties=species:S:1:pos:R:3:lowdin_spin:R:1
Pd -0.337 -2.020 -0.279 0.14
C -0.772 2.429 4.316 0.28
C -1.079 1.476 3.398 0.29
C -0.518 1.269 2.073 0.05
C 0.868 0.576 1.998 0.03
C 2.060 1.235 2.675 0.00
C 2.128 2.439 3.218 0.00
C 1.185 3.548 3.039 0.00
C 0.148 3.609 4.196 0.04
C 0.115 -2.744 2.120 0.67
H -1.325 2.463 5.279 0.00
H -1.720 0.648 3.730 0.00
H -0.497 2.196 1.510 0.01
H -1.222 0.590 1.565 0.00
H 0.722 -0.424 2.427 0.00
H 1.116 0.401 0.926 0.00
H 2.926 0.551 2.688 0.00
H 2.995 2.723 3.814 0.00
H 0.636 3.522 2.089 0.00
H 1.752 4.483 3.147 0.00
H 0.658 3.665 5.167 0.01
H -0.456 4.531 4.129 0.02
H -0.471 -3.669 2.369 0.05
H -0.457 -1.880 2.500 0.05
H 1.088 -2.639 2.666 0.04
P 1.336 -1.409 -1.661 0.02
P -1.936 -0.841 -1.538 0.01
N 2.827 -0.197 -1.918 0.04
N 2.058 -2.580 -2.800 0.00
N -2.086 0.984 -1.837 0.03
N -3.569 -1.137 -2.270 0.00
C 0.378 -0.483 -2.895 0.01
C -0.978 -1.141 -3.048 0.01
C 3.771 0.150 -0.970 0.33
C 4.720 1.003 -1.539 0.15
C 4.364 1.165 -2.906 0.09
C 3.223 0.400 -3.110 0.33
C 2.419 -3.874 -2.435 0.01
C 2.829 -4.581 -3.569 0.00
C 2.739 -3.685 -4.682 0.00
C 2.298 -2.465 -4.177 0.01
C -2.159 1.951 -0.839 0.33
C -2.057 3.222 -1.417 0.15
C -1.939 3.031 -2.826 0.10
C -2.001 1.663 -3.056 0.33
C -4.311 -0.468 -3.259 0.01
C -5.345 -1.292 -3.694 0.00
C -5.209 -2.535 -2.989 0.00
C -4.107 -2.420 -2.154 0.00
H 0.855 -0.451 -3.873 0.00
H 0.290 0.544 -2.524 0.00
H -1.532 -0.750 -3.896 0.00
H -0.893 -2.235 -3.125 0.00
H 3.694 -0.252 0.032 0.01
H 5.567 1.452 -1.033 0.00
H 4.874 1.754 -3.668 0.00
H 2.676 0.265 -4.034 0.01
H 2.368 -4.167 -1.399 0.00
H 3.155 -5.615 -3.607 0.00
H 2.960 -3.898 -5.727 0.00
H 2.146 -1.545 -4.716 0.00
H -2.357 1.663 0.181 0.01
H -2.062 4.161 -0.893 0.00
H -1.820 3.788 -3.590 0.00
H -2.014 1.160 -4.012 0.01
H -4.083 0.542 -3.564 0.00
H -6.105 -1.032 -4.425 0.00
H -5.842 -3.409 -3.086 0.00
H -3.639 -3.113 -1.470 0.00
F 0.532 -1.770 7.141 0.00
Te -0.767 -0.396 6.937 0.00
F -1.804 1.221 6.939 0.00
F -0.279 0.132 8.706 0.00
F -2.145 -1.328 7.896 0.00
F 0.678 0.726 6.374 0.00
O -1.264 -0.889 5.265 0.27
```

Computed properties:
Total energy in hartree: -2921.0962
Kohn-Sham gap (spin up / spin down) in eV: 7.189 / 3.578
Molecular weight in Da: 822.56
HOMO level (spin up / spin down) in hartree: -0.5005 / -0.4995
Net charge: +2
2S+1: 5

A structure of composition C30H37F3NO9SbTi, computed with the ωB97M-V functional and the def2-TZVPD basis.

```
82
Properties=species:S:1:pos:R:3:lowdin_charge:R:1
Ti -1.992 -1.596 -0.796 1.04
O 0.091 -5.277 -1.290 0.02
C -0.070 -4.198 -0.723 -0.57
O -0.991 -3.358 -1.007 -0.12
C 0.934 -3.837 0.382 -0.09
C 1.955 -2.746 -0.020 -0.25
C 3.225 -2.936 0.829 -0.11
C 2.716 -2.457 2.216 -0.10
C 1.281 -2.007 1.867 -0.27
O 1.428 -1.543 0.532 -0.11
C 0.384 -3.244 1.715 -0.10
C -1.115 -2.931 1.714 -0.58
O -1.860 -3.689 2.311 0.06
O -1.479 -1.833 1.123 -0.15
H 1.466 -4.766 0.584 0.14
H 2.102 -2.621 -1.091 0.16
H 4.023 -2.290 0.458 0.10
H 3.583 -3.966 0.827 0.10
H 3.303 -1.615 2.585 0.10
H 2.731 -3.243 2.973 0.10
H 0.870 -1.212 2.485 0.14
H 0.537 -3.950 2.530 0.14
O -2.996 -0.192 -1.492 -0.33
O -2.506 0.059 -0.172 -0.42
O -2.950 -2.555 -2.673 -0.01
C -3.823 -3.063 -1.957 -0.51
C -4.945 -3.969 -2.421 -0.08
C -5.706 -4.217 -1.125 -0.10
C -4.956 -3.382 -0.066 -0.48
O -5.353 -3.258 1.070 0.05
N -3.841 -2.823 -0.639 0.10
H -4.511 -4.864 -2.867 0.12
H -5.527 -3.459 -3.191 0.11
H -5.688 -5.259 -0.804 0.11
H -6.747 -3.895 -1.150 0.10
F 6.408 1.800 -4.260 0.11
C 5.673 2.432 -3.307 -0.57
F 6.473 2.543 -2.228 0.11
F 5.494 3.693 -3.778 0.11
C 4.388 1.737 -3.018 -0.16
C 4.086 1.268 -1.745 -0.02
C 2.885 0.625 -1.508 -0.02
C 1.952 0.437 -2.541 -0.24
C 2.276 0.914 -3.820 -0.02
C 3.475 1.557 -4.055 -0.03
C 0.721 -0.213 -2.253 -0.14
C -0.270 -0.762 -1.803 0.00
H 4.793 1.407 -0.937 0.11
H 2.629 0.249 -0.524 0.10
H 1.563 0.776 -4.622 0.11
H 3.709 1.926 -5.047 0.11
C -1.022 2.919 -1.745 -0.16
C -1.539 3.017 -0.312 -0.57
C -1.681 4.462 0.148 -0.16
Sb -0.332 1.753 0.988 1.58
C 0.942 3.376 1.777 -0.61
C 1.661 2.878 3.026 -0.18
C 1.950 3.830 0.728 -0.17
C -1.657 1.820 2.736 -0.56
C -3.141 1.851 2.382 -0.15
C -1.357 0.623 3.635 -0.17
H -1.636 3.530 -2.419 0.07
H -1.052 1.886 -2.095 0.05
H 0.011 3.273 -1.833 0.06
H -2.510 2.521 -0.270 0.06
H -0.728 4.996 0.116 0.05
H -2.062 4.533 1.171 0.06
H -2.376 5.006 -0.506 0.07
H 0.290 4.214 2.049 0.07
H 2.260 1.989 2.802 0.06
H 0.961 2.609 3.821 0.05
H 2.346 3.638 3.428 0.06
H 2.564 2.989 0.390 0.05
H 2.632 4.594 1.125 0.06
H 1.465 4.243 -0.159 0.05
H -1.388 2.749 3.254 0.07
H -3.416 0.988 1.774 0.06
H -3.414 2.751 1.828 0.05
H -3.745 1.825 3.298 0.07
H -1.608 -0.307 3.121 0.06
H -1.949 0.672 4.557 0.07
H -0.301 0.573 3.919 0.05
```

Computed properties:
Total energy in hartree: -3286.7465
Relative energy (zero: lowest compared OMol25 entry of this formula, charge and spin) in kJ/mol: 23.8
Kohn-Sham gap in eV: 7.024
Molecular weight in Da: 782.25
HOMO level in hartree: -0.0997
Net charge: -2
2S+1: 1

The molecule C5H9OP in a non-equilibrium geometry, computed with the ωB97M-V functional and the def2-TZVPD basis.

```
16
Properties=species:S:1:pos:R:3:nbo_charge:R:1
C 0.710 -0.737 0.357 -0.50
C 0.067 -1.053 1.630 -0.58
C 0.567 1.768 -0.636 -0.12
C 0.112 0.399 -0.575 0.24
C -1.223 0.065 -1.235 -0.63
O 1.039 0.828 -1.615 -0.50
P 0.603 -1.048 3.198 0.45
H 1.849 -0.523 0.523 0.22
H 0.827 -1.507 -0.384 0.24
H -0.977 -1.441 1.557 0.22
H 1.273 1.902 0.131 0.18
H -0.089 2.489 -0.869 0.18
H -1.425 0.698 -2.091 0.23
H -1.987 0.238 -0.451 0.21
H -1.282 -0.965 -1.438 0.21
H 1.983 -0.585 3.017 -0.07
```

Computed properties:
Total energy in hartree: -612.3938
Relative energy (zero: lowest compared OMol25 entry of this formula, charge and spin) in kJ/mol: 270.6
Kohn-Sham gap in eV: 9.713
Molecular weight in Da: 116.10
HOMO level in hartree: -0.3511
2S+1: 1
SMILES string: [H]/P=C\C[C@@]1(C)CO1

A structure of composition C30H42ClGeO2PSe3SiV in a non-equilibrium geometry, computed with the ωB97M-V functional and the def2-TZVPD basis.

```
82
Properties=species:S:1:pos:R:3:lowdin_spin:R:1
V -0.347 0.145 0.365 1.98
Se 0.351 -0.504 2.721 0.00
P -1.049 -2.125 2.361 0.02
Se -1.350 -2.144 0.181 -0.03
C -0.443 -3.724 2.921 0.01
C -0.745 -4.887 2.221 0.00
C -0.336 -6.112 2.726 0.00
C 0.371 -6.171 3.918 0.00
C 0.677 -5.008 4.612 0.00
C 0.272 -3.779 4.116 0.00
C -2.635 -1.845 3.176 0.00
C -2.817 -0.788 4.060 0.00
C -4.047 -0.625 4.684 0.00
C -5.082 -1.509 4.423 0.00
C -4.897 -2.564 3.537 0.00
C -3.675 -2.736 2.912 0.00
H -1.281 -4.836 1.281 0.00
H -0.564 -7.020 2.184 0.00
H 0.691 -7.129 4.307 0.00
H 1.235 -5.056 5.537 0.00
H 0.516 -2.868 4.650 0.00
H -2.007 -0.098 4.254 0.00
H -4.193 0.193 5.375 0.00
H -6.038 -1.380 4.912 0.00
H -5.707 -3.253 3.334 0.00
H -3.530 -3.557 2.219 0.00
C 0.105 -4.081 -4.726 0.00
C 1.174 -3.000 -4.605 0.00
C 0.607 -1.615 -4.284 0.01
C -0.097 -1.588 -2.917 0.02
Ge -0.613 0.235 -2.500 0.14
C -2.380 0.758 -3.118 0.02
C -2.499 0.515 -4.627 0.01
C -1.489 1.320 -5.439 0.00
C -1.623 1.091 -6.939 0.00
H 0.545 -5.024 -5.047 0.00
H -0.651 -3.798 -5.462 0.00
H -0.398 -4.263 -3.776 0.00
H 1.732 -2.931 -5.541 0.00
H 1.896 -3.274 -3.831 0.00
H -0.091 -1.323 -5.075 0.00
H 1.422 -0.885 -4.297 0.00
H 0.571 -1.950 -2.136 0.00
H -0.998 -2.203 -2.913 0.00
H 0.512 1.272 -2.597 0.02
H -2.529 1.805 -2.866 0.00
H -3.110 0.174 -2.557 0.00
H -3.513 0.774 -4.946 0.00
H -2.380 -0.551 -4.847 0.00
H -0.467 1.058 -5.128 0.00
H -1.608 2.383 -5.210 0.00
H -1.481 0.037 -7.185 0.00
H -0.887 1.670 -7.496 0.00
H -2.615 1.383 -7.284 0.00
C -0.185 4.047 -1.064 0.00
Si -1.878 3.852 -0.343 -0.01
C -3.241 4.186 -1.560 0.00
C -2.138 4.800 1.226 -0.01
Se -2.124 1.600 0.362 -0.22
H -0.041 5.084 -1.384 0.00
H -0.045 3.405 -1.935 0.00
H 0.581 3.794 -0.333 0.00
H -3.403 5.267 -1.596 0.00
H -4.178 3.717 -1.259 0.00
H -2.996 3.860 -2.570 0.00
H -2.092 5.872 1.013 0.00
H -1.368 4.565 1.962 0.00
H -3.113 4.585 1.664 0.00
Cl 7.874 1.526 0.295 0.00
C 6.166 1.304 0.179 0.00
C 5.320 2.345 0.539 0.00
C 3.953 2.163 0.449 0.00
C 3.442 0.949 -0.001 0.00
C 4.300 -0.087 -0.360 0.00
C 5.668 0.088 -0.270 0.00
C 1.989 0.753 -0.075 0.02
O 1.487 -0.352 -0.492 0.01
O 1.166 1.642 0.288 0.01
H 5.735 3.280 0.887 0.00
H 3.270 2.953 0.728 0.00
H 3.887 -1.027 -0.699 0.00
H 6.352 -0.704 -0.540 0.00
```

Computed properties:
Total energy in hartree: -12635.0409
Relative energy (zero: lowest compared OMol25 entry of this formula, charge and spin) in kJ/mol: 188.0
Kohn-Sham gap (spin up / spin down) in eV: 6.332 / 6.514
Molecular weight in Da: 889.61
HOMO level (spin up / spin down) in hartree: -0.4054 / -0.4142
Net charge: +1
2S+1: 3

total energy of number 1 (CH7N3)?
-206.5399 hartree